C26H65BaN4O9Zn as an isolated structure. Source: the Open Molecules 2025 dataset; level of theory: ωB97M-V/def2-TZVPD.

Values from the calculation:
Orbital gap   0.0502 Eh

```
! wB97M-V def2-TZVPD RIJCOSX def2/J DEFGRID3
* xyz 3 1
Ba 3.920 -10.088 -17.721
Zn 2.105 -10.414 -20.966
C 4.764 -13.690 -20.416
C 4.387 -12.359 -21.067
O 3.692 -11.422 -20.230
H 5.585 -13.620 -19.708
H 4.902 -14.461 -21.168
H 3.843 -13.999 -19.905
H 3.786 -12.582 -21.954
H 5.268 -11.855 -21.482
C 1.217 -5.748 -22.271
O 2.116 -6.518 -23.095
C 1.492 -7.457 -23.942
C 1.231 -8.731 -23.156
N 2.528 -9.184 -22.509
C 3.467 -9.836 -23.451
C 2.883 -11.068 -24.177
O 2.115 -10.616 -25.240
C 1.665 -11.656 -26.120
H 1.889 -4.975 -21.910
H 0.759 -6.331 -21.466
H 0.416 -5.332 -22.882
H 2.159 -7.667 -24.778
H 0.575 -7.057 -24.382
H 0.851 -9.549 -23.764
H 0.621 -8.580 -22.258
H 3.050 -8.322 -22.291
H 4.388 -10.068 -22.909
H 3.820 -9.167 -24.241
H 2.207 -11.599 -23.470
H 3.701 -11.747 -24.429
H 0.762 -12.100 -25.692
H 2.457 -12.380 -26.298
H 1.371 -11.174 -27.049
C 7.446 -14.888 -22.537
O 7.529 -15.062 -23.911
C 6.270 -15.006 -24.559
C 6.460 -15.340 -26.035
N 5.624 -14.671 -26.992
C 5.593 -13.204 -27.050
C 6.850 -12.644 -27.726
O 6.669 -11.260 -27.987
C 5.800 -10.987 -29.055
H 6.830 -15.632 -22.017
H 7.131 -13.879 -22.223
H 8.441 -14.989 -22.099
H 5.904 -13.979 -24.405
H 5.516 -15.644 -24.076
H 6.453 -16.411 -26.243
H 7.517 -15.110 -26.219
H 4.696 -15.056 -27.072
H 5.621 -12.851 -26.010
H 4.655 -12.955 -27.542
H 7.180 -13.208 -28.596
H 7.548 -12.646 -26.888
H 6.086 -11.511 -29.974
H 5.825 -9.943 -29.361
H 4.758 -11.259 -28.864
C 4.773 -13.453 -16.468
O 3.684 -12.496 -16.665
C 2.562 -12.711 -15.814
C 1.557 -11.594 -15.955
N 2.152 -10.298 -15.557
C 2.625 -10.166 -14.151
C 1.584 -10.391 -13.088
O 0.622 -9.360 -13.247
C -0.346 -9.292 -12.202
H 5.487 -13.368 -17.283
H 4.279 -14.422 -16.470
H 5.280 -13.214 -15.534
H 2.924 -12.656 -14.782
H 2.074 -13.668 -16.010
H 0.680 -11.786 -15.333
H 1.198 -11.734 -16.987
H 1.414 -9.590 -15.585
H 2.901 -9.112 -14.061
H 3.544 -10.737 -14.017
H 2.080 -10.313 -12.120
H 1.027 -11.324 -13.195
H -1.350 -9.330 -12.636
H -0.192 -8.383 -11.629
H -0.364 -10.242 -11.658
C 3.917 -19.008 -25.787
O 2.592 -19.081 -25.319
C 2.206 -20.390 -24.989
C 1.128 -20.329 -23.893
N 1.718 -19.969 -22.587
C 0.702 -19.506 -21.649
C 1.452 -18.963 -20.432
O 2.251 -17.810 -20.638
C 1.440 -16.667 -20.810
H 4.327 -17.998 -25.743
H 3.995 -19.348 -26.827
H 4.610 -19.639 -25.218
H 2.978 -21.134 -24.786
H 1.621 -20.847 -25.803
H 0.623 -21.285 -23.767
H 0.456 -19.527 -24.223
H 2.357 -19.196 -22.763
H 0.107 -20.343 -21.272
H -0.057 -18.819 -22.050
H 2.056 -19.797 -20.070
H 0.798 -18.856 -19.555
H 0.552 -16.879 -21.404
H 2.101 -15.931 -21.276
H 1.134 -16.206 -19.861
*
```

Löwdin atomic charge list, values in e, 8 entries:
1 Ba 1.943
2 Zn 1.091
3 C -0.049
4 C -0.367
5 O -0.553
6 H 0.075
7 H 0.075
8 H 0.082

---

A 16-piece molecular cluster, C26H65ClF3IN18O35PS overall. Source: the Open Molecules 2025 dataset; level of theory: ωB97M-V/def2-TZVPD.

Values from the calculation:
Orbital gap   0.2782 Eh

```
! wB97M-V def2-TZVPD RIJCOSX def2/J DEFGRID3
* xyz 1 1
C 6.781 -2.503 -0.480
C 5.543 -2.357 -1.335
O 4.555 -3.302 -0.947
C 5.043 -0.886 -1.327
C 3.630 -0.637 -0.824
O 3.596 -0.942 0.558
C 3.268 0.898 -0.925
C 3.433 1.650 0.375
O 2.912 2.975 0.125
C 1.973 3.430 0.981
F 1.599 4.659 0.538
F 0.865 2.644 1.036
F 2.444 3.525 2.256
N 1.810 0.835 -1.201
I 0.939 2.080 -2.568
C 1.430 -0.460 -1.187
N 0.237 -0.820 -0.857
C -0.296 -2.194 -0.811
C 0.255 -3.139 0.270
C 0.839 -2.485 1.521
Cl -0.016 -3.090 2.980
N 2.515 -1.314 -1.503
P 2.678 -1.548 -3.181
O 3.478 -0.313 -3.757
O 3.679 -2.728 -3.327
S 0.989 -1.781 -4.089
H 7.624 -1.985 -0.917
H 7.040 -3.547 -0.368
H 6.633 -2.089 0.515
H 5.825 -2.624 -2.340
H 4.542 -3.392 0.005
H 5.211 -0.475 -2.314
H 5.681 -0.323 -0.663
H 4.462 -1.213 0.861
H 3.809 1.384 -1.722
H 2.894 1.201 1.189
H 4.487 1.766 0.582
H -0.395 -0.061 -0.652
H -1.357 -2.088 -0.650
H -0.181 -2.649 -1.782
H -0.596 -3.717 0.597
H 0.940 -3.845 -0.172
H 0.726 -1.415 1.559
H 1.858 -2.795 1.640
H 2.954 0.050 -4.484
H 3.552 -3.384 -2.612
C -3.618 -2.410 4.726
N -4.372 -2.546 3.449
O -5.009 -1.590 3.050
O -4.280 -3.598 2.865
H -3.795 -1.423 5.132
H -3.970 -3.176 5.405
H -2.570 -2.545 4.491
C -5.010 1.388 2.184
N -4.237 1.913 1.024
O -3.223 1.326 0.704
O -4.665 2.899 0.469
H -4.502 0.515 2.561
H -5.054 2.177 2.929
H -6.005 1.137 1.829
C -1.589 -2.229 9.235
N -2.372 -2.356 7.977
O -3.030 -1.402 7.613
O -2.297 -3.410 7.387
H -1.753 -1.239 9.640
H -1.940 -3.001 9.912
H -0.544 -2.382 8.979
C 1.284 -6.691 -3.263
N 0.819 -5.479 -2.536
O -0.351 -5.202 -2.576
O 1.653 -4.825 -1.932
H 0.428 -7.152 -3.739
H 2.018 -6.364 -3.994
H 1.736 -7.353 -2.530
C 0.115 0.176 5.453
N 0.435 -0.569 6.700
O 0.841 -1.706 6.598
O 0.246 0.006 7.750
H 0.312 -0.469 4.604
H -0.938 0.440 5.506
H 0.734 1.065 5.428
C 2.689 3.387 8.683
N 1.953 3.237 7.401
O 1.259 4.153 7.026
O 2.087 2.186 6.809
H 2.469 4.364 9.094
H 2.346 2.600 9.347
H 3.747 3.277 8.469
C 3.110 4.821 -5.984
N 1.907 3.988 -6.258
O 2.033 2.779 -6.304
O 0.863 4.571 -6.423
H 3.961 4.161 -5.864
H 3.243 5.486 -6.831
H 2.914 5.389 -5.080
C 2.348 7.351 -1.149
N 2.701 7.780 -2.530
O 3.582 7.169 -3.101
O 2.076 8.701 -2.995
H 2.987 6.521 -0.878
H 2.502 8.197 -0.487
H 1.304 7.057 -1.159
C -0.998 4.710 10.560
N 0.020 5.133 11.561
O -0.294 5.970 12.369
O 1.109 4.599 11.492
H -1.909 5.266 10.744
H -0.595 4.926 9.575
H -1.154 3.643 10.687
C 7.466 2.665 -2.970
N 7.182 1.788 -1.802
O 6.189 2.017 -1.137
O 7.956 0.890 -1.581
H 6.688 3.415 -3.032
H 8.439 3.118 -2.805
H 7.483 2.032 -3.852
C -3.228 -3.962 -3.339
N -4.066 -4.004 -4.567
O -4.768 -3.052 -4.825
O -3.974 -5.011 -5.229
H -3.386 -3.012 -2.841
H -3.533 -4.793 -2.711
H -2.198 -4.078 -3.654
C -3.961 -8.580 -6.346
N -3.191 -9.171 -5.218
O -1.992 -8.976 -5.187
O -3.813 -9.799 -4.396
H -3.269 -8.047 -6.986
H -4.446 -9.390 -6.881
H -4.696 -7.905 -5.918
C -7.819 -3.270 -4.462
N -9.165 -3.765 -4.861
O -9.328 -4.963 -4.930
O -10.007 -2.928 -5.090
H -7.178 -4.124 -4.293
H -7.442 -2.654 -5.271
H -7.945 -2.683 -3.558
C -5.340 5.696 -0.201
N -6.024 6.986 0.089
O -6.024 7.378 1.235
O -6.536 7.558 -0.846
H -4.936 5.309 0.721
H -6.078 5.021 -0.620
H -4.555 5.901 -0.922
C -1.790 2.965 -7.622
N -2.961 2.079 -7.871
O -2.771 0.882 -7.874
O -4.027 2.620 -8.046
H -0.916 2.343 -7.482
H -1.678 3.613 -8.485
H -2.005 3.548 -6.733
*
```

Löwdin atomic charge list, values in e, 8 entries:
1 C -0.020
2 C -0.393
3 O -0.040
4 C -0.066
5 C -0.418
6 O 0.047
7 C -0.223
8 C -0.084

---

A 10-piece molecular cluster, C26H65ClIO13P2 overall. Source: the Open Molecules 2025 dataset; level of theory: ωB97M-V/def2-TZVPD.

Values from the calculation:
Orbital gap   0.2536 Eh

```
! wB97M-V def2-TZVPD RIJCOSX def2/J DEFGRID3
* xyz -1 1
C 6.316 -0.182 1.257
C 5.681 1.000 0.527
C 5.246 0.640 -0.910
C 3.788 0.969 -1.248
C 2.839 -0.243 -1.084
C 1.453 0.074 -0.502
P 0.947 -1.050 0.952
I 0.680 -2.874 2.988
C 2.463 -0.241 1.976
C 2.645 -0.252 3.446
O 3.552 -0.736 4.052
Cl 1.452 0.711 4.425
C -0.311 0.166 1.734
C -1.468 0.684 0.930
C -1.373 1.447 -0.226
C -2.494 1.863 -0.920
C -3.767 1.611 -0.436
C -3.890 0.955 0.778
C -5.231 0.766 1.441
C -2.759 0.474 1.415
C -0.439 -1.955 -0.104
P -1.756 -3.016 0.468
O -2.803 -3.126 -0.579
O -1.192 -4.487 0.753
O -2.410 -2.430 1.815
H 5.596 -0.998 1.317
H 7.184 -0.553 0.717
H 6.607 0.095 2.269
H 6.400 1.818 0.489
H 4.807 1.322 1.094
H 5.429 -0.421 -1.060
H 5.916 1.152 -1.603
H 3.769 1.253 -2.302
H 3.434 1.827 -0.677
H 3.367 -1.017 -0.525
H 2.695 -0.653 -2.084
H 0.725 -0.013 -1.304
H 1.423 1.119 -0.195
H 1.886 -2.016 0.485
H 2.560 0.804 1.672
H 3.356 -0.747 1.615
H 0.266 1.004 2.121
H -0.715 -0.322 2.617
H -0.412 1.773 -0.584
H -2.392 2.427 -1.838
H -4.665 1.938 -0.941
H -5.992 1.391 0.990
H -5.145 1.058 2.486
H -5.517 -0.284 1.439
H -2.892 -0.066 2.341
H 0.119 -2.618 -0.771
H -0.959 -1.265 -0.765
H -1.124 -4.690 1.698
H -2.900 -3.132 2.258
C 10.138 -0.828 -0.351
O 8.900 -0.595 -1.005
H 9.954 -0.753 0.719
H 10.528 -1.825 -0.574
H 10.889 -0.084 -0.633
H 9.052 -0.660 -1.953
C -1.992 4.349 3.196
O -2.364 4.057 1.861
H -1.905 5.431 3.278
H -2.745 4.003 3.911
H -1.029 3.898 3.455
H -2.466 3.101 1.780
C -8.728 2.305 2.340
O -7.831 1.306 2.825
H -8.146 2.999 1.738
H -9.511 1.866 1.721
H -9.185 2.852 3.171
H -8.337 0.687 3.356
C -11.969 2.818 -0.606
O -10.783 2.159 -0.178
H -12.486 3.161 0.286
H -11.741 3.683 -1.236
H -12.628 2.142 -1.158
H -10.317 1.853 -0.961
C 5.388 -2.875 -3.406
O 5.878 -2.189 -2.262
H 5.159 -2.121 -4.155
H 6.159 -3.551 -3.790
H 4.482 -3.443 -3.182
H 6.090 -2.843 -1.591
C 8.167 -1.337 -4.531
O 9.412 -1.941 -4.176
H 7.661 -1.063 -3.609
H 8.324 -0.441 -5.138
H 7.535 -2.037 -5.078
H 9.864 -2.195 -4.984
C -1.071 5.193 -2.858
O -2.022 4.472 -3.635
H -0.089 4.797 -3.107
H -1.090 6.262 -3.092
H -1.243 5.057 -1.787
H -2.894 4.809 -3.415
C -4.888 -1.104 -3.482
O -3.788 -0.239 -3.726
H -5.246 -1.453 -4.449
H -4.590 -1.966 -2.879
H -5.704 -0.582 -2.971
H -3.487 0.082 -2.870
C -2.559 -6.530 4.070
O -1.343 -5.801 3.997
H -2.926 -6.647 3.052
H -2.412 -7.524 4.503
H -3.315 -5.998 4.656
H -0.999 -5.680 4.886
*
```

Löwdin atomic charge list, values in e, 8 entries:
1 C -0.104
2 C -0.243
3 C -0.215
4 C -0.198
5 C -0.245
6 C -0.313
7 P 0.495
8 I 0.430

---

C26H66Li5N4O11 as an isolated structure. Source: the Open Molecules 2025 dataset; level of theory: ωB97M-V/def2-TZVPD.

Values from the calculation:
Orbital gap   0.1079 Eh

```
! wB97M-V def2-TZVPD RIJCOSX def2/J DEFGRID3
* xyz 3 1
Li -0.673 -5.009 -0.905
Li -2.518 -2.890 -2.441
Li 0.218 -2.272 -3.372
Li -4.226 -1.029 -1.383
Li -1.480 0.324 -3.334
O -2.260 -0.859 -1.775
C -1.356 -1.017 -0.679
C -0.063 -1.820 -0.862
O -0.116 -3.092 -1.520
H -1.963 -1.410 0.153
H -1.054 -0.054 -0.247
H 0.378 -1.904 0.133
H 0.573 -1.213 -1.537
C 6.312 7.001 -2.883
O 4.977 6.944 -2.390
C 4.833 6.541 -1.016
C 4.393 5.076 -0.935
N 2.967 4.872 -0.786
C 2.508 5.200 0.564
C 0.978 5.028 0.633
O 0.753 3.617 0.570
C -0.611 3.329 0.517
H 6.818 6.043 -2.762
H 6.889 7.814 -2.435
H 6.139 7.293 -3.917
H 4.277 7.325 -0.503
H 5.838 6.643 -0.589
H 4.988 4.760 -0.053
H 4.818 4.443 -1.713
H 2.657 3.933 -0.970
H 2.744 6.220 0.861
H 3.004 4.514 1.262
H 0.497 5.513 -0.223
H 0.623 5.585 1.505
H -1.236 3.855 1.246
H -0.918 2.281 0.589
H -1.007 3.631 -0.468
C -5.945 3.535 -6.210
O -4.925 2.730 -5.606
C -3.677 2.900 -6.227
C -2.666 1.944 -5.554
N -2.922 1.802 -4.119
C -2.402 2.975 -3.397
C -0.890 3.070 -3.267
O -0.397 1.854 -2.752
C 0.991 1.863 -2.365
H -6.884 3.193 -5.783
H -6.042 3.380 -7.286
H -5.720 4.571 -5.956
H -3.346 3.919 -5.994
H -3.686 2.717 -7.301
H -1.625 2.095 -5.848
H -2.777 0.997 -6.110
H -3.918 1.715 -3.960
H -2.771 2.883 -2.367
H -2.741 3.955 -3.743
H -0.543 3.940 -2.706
H -0.537 3.277 -4.291
H 1.660 2.127 -3.203
H 1.330 0.856 -2.147
H 1.133 2.761 -1.764
C -1.745 -3.878 1.837
O -1.260 -5.053 1.221
C -0.212 -5.665 1.968
C 0.112 -6.933 1.231
N 0.926 -6.554 0.042
C 1.276 -7.812 -0.678
C 2.742 -8.151 -0.613
O 3.518 -7.219 -1.320
C 4.904 -7.221 -0.928
H -2.299 -4.107 2.751
H -2.370 -3.292 1.161
H -0.964 -3.172 2.150
H -0.661 -5.971 2.923
H 0.691 -5.092 2.190
H -0.824 -7.406 0.934
H 0.653 -7.669 1.831
H 1.798 -6.069 0.236
H 1.009 -7.738 -1.741
H 0.707 -8.656 -0.293
H 2.913 -9.164 -0.995
H 3.014 -8.195 0.453
H 5.036 -7.412 0.139
H 5.270 -6.229 -1.172
H 5.380 -8.048 -1.457
C -4.463 1.958 8.310
O -3.652 1.653 7.198
C -2.664 0.705 7.517
C -1.776 0.470 6.292
N -2.316 -0.575 5.409
C -1.535 -0.715 4.202
C -0.019 -1.072 4.331
O 0.424 -0.931 3.000
C 1.794 -1.190 2.816
H -5.006 2.882 8.102
H -3.872 2.116 9.217
H -5.232 1.196 8.483
H -3.000 -0.289 7.835
H -2.018 1.087 8.315
H -0.822 0.129 6.684
H -1.794 1.412 5.731
H -3.267 -0.395 5.114
H -1.601 0.182 3.564
H -1.928 -1.516 3.560
H 0.136 -2.064 4.762
H 0.411 -0.285 4.956
H 2.064 -2.217 3.098
H 2.443 -0.529 3.398
H 2.054 -1.075 1.763
O 2.422 -4.645 -2.221
H 2.526 -5.573 -1.966
H 1.679 -4.285 -1.719
*
```

Löwdin atomic charge list, values in e, 8 entries:
1 Li 0.727
2 Li 0.795
3 Li 0.819
4 Li 0.858
5 Li 0.685
6 O -0.549
7 C -0.366
8 C -0.332

---

Calculated values (eV) of HOMO energy for the records, taken in order: -13.137 -11.980 -4.958 -13.243.
Calculated values (hartree/bohr) of max |F| for the records, taken in order: 0.059 0.051 0.041 0.048.
Calculated values (a.u.) of calculated total energy for the records, taken in order: -3729.4728 -6444.1773 -3448.3467 -2113.6119.